This record from the OMol25 dataset describes a single C7H11NOS molecule in a non-equilibrium geometry. The level of theory is ωB97M-V/def2-TZVPD.

The geometry in XYZ format:
```
21
Properties=species:S:1:pos:R:3:nbo_charge:R:1
C -1.19 1.25 -0.69 0.196
C 1.84 0.31 -1.04 -0.452
C 0.91 1.43 1.13 -0.589
C 0.56 -0.54 -0.99 -0.331
C -0.48 0.09 -0.16 0.272
C 0.89 -1.97 -0.51 -0.612
C -2.41 -0.22 1.20 -0.254
N -1.61 2.31 -0.95 -0.325
O -1.19 -0.72 0.71 -0.511
S 2.33 0.57 0.84 0.249
H 2.55 -0.12 -1.72 0.228
H 1.56 1.33 -1.46 0.220
H 0.82 2.38 0.51 0.204
H 0.55 1.52 2.10 0.213
H 0.13 -0.59 -1.96 0.240
H 2.04 -2.00 -0.45 0.219
H 0.37 -2.65 -1.13 0.216
H 0.64 -2.22 0.59 0.241
H -3.15 -0.58 0.60 0.180
H -2.43 0.87 1.06 0.195
H -2.75 -0.44 2.32 0.201
```

LUMO level (spin up / spin down): 0.273 / 0.272 eV
DFT total energy: -21806.00965 eV
Gap between HOMO and LUMO (spin up / spin down): 8.009 / 8.008 eV
Relative energy (zero: lowest compared OMol25 entry of this formula, charge and spin): 3.619 eV